Entry 1:
Density functional theory data (the ωB97M-V functional and the def2-TZVPD basis) for C25H5F15GeNO5PtS as an isolated structure.

The geometry in ORCA input format:
```
! wB97M-V def2-TZVPD RIJCOSX def2/J DEFGRID3
* xyz -1 1
Pt -2.2587 -1.3693 -0.4827
Ge 1.3957 0.1449 -0.4208
S -0.1206 -1.0341 -1.3734
F 2.9378 -1.0562 -2.7672
F 3.4938 1.5480 1.2714
F -0.3383 2.4655 -1.1490
F -1.1980 1.7598 3.9753
F 3.3844 2.7710 3.6692
F 4.9463 -2.8346 -2.9040
F 4.2122 1.3521 -1.7408
F 1.0362 2.8707 5.0296
F 2.5190 5.3273 -3.5045
F 0.0528 4.7493 -2.5120
F 4.5766 3.6086 -3.1018
F -1.1031 0.5522 1.5858
F 6.0413 -3.8251 -0.6249
F 3.1043 -1.2560 1.9472
F 5.1048 -3.0202 1.7933
O -3.2964 -0.5931 -2.0824
O -2.8763 -3.4075 2.9437
O -3.2238 1.8743 -0.1066
O -5.3716 -0.6350 -2.9378
O -1.8427 -2.2486 1.3228
N -4.0503 -1.8972 0.0329
C -4.1803 -2.6061 1.1481
C 3.4623 -1.5092 -1.6210
C 3.5408 -1.5984 0.7253
C -5.4209 -3.1258 1.4656
C -2.8685 -2.7915 1.8975
C 1.2077 0.9667 1.3630
C -6.2830 -2.1717 -0.5863
C 2.3152 4.1887 -2.8391
C -6.4732 -2.8936 0.5873
C 1.0614 3.8925 -2.3368
C 2.3188 1.5700 1.9271
C -4.5585 -0.9089 -2.0796
C 1.8952 1.7839 -1.4426
C 4.4890 -2.4282 -1.7152
C 2.9699 -1.0541 -0.4093
C -5.0204 -1.6763 -0.8478
C -0.0459 1.6861 3.3077
C 2.2872 2.2064 3.1509
C 0.8856 2.7073 -1.6495
C 5.0486 -2.9346 -0.5558
C 3.3601 3.3075 -2.6357
C 1.0910 2.2574 3.8455
C 4.5717 -2.5216 0.6728
C 0.0232 1.0545 2.0744
C 3.1393 2.1299 -1.9407
H -3.5285 1.4307 -0.9058
H -7.4535 -3.2935 0.8128
H -5.5346 -3.7033 2.3719
H -7.0774 -1.9968 -1.2978
H -2.3477 2.1854 -0.3502
*
```

**LUMO**: 2.04 eV
**Highest occupied orbital energy**: -5.72 eV
**ΔE to the lowest compared entry with this formula, charge and spin**: 0.6261 eV
**HOMO-LUMO gap**: 7.76 eV

---

Entry 2:
Density functional theory data (the ωB97M-V functional and the def2-TZVPD basis) for a 5-piece molecular cluster, C25H62BrO5P2 overall.

The geometry in ORCA input format:
```
! wB97M-V def2-TZVPD RIJCOSX def2/J DEFGRID3
* xyz 1 1
Br -1.3654 2.6597 -1.5655
P -2.0828 1.0827 -0.1981
P -0.9184 -0.5144 -1.2852
O -0.9841 1.1981 0.9728
O -6.1311 -3.5451 -3.8535
O 6.1684 1.4088 4.8587
O -1.8407 3.4446 2.1402
O -3.1937 -1.1881 -4.3336
C 5.6392 -1.2544 0.9458
C 0.1865 4.2115 3.3575
C -8.3393 -3.3271 -4.9329
C -2.7778 4.2889 2.8058
C 6.2401 1.0844 7.3047
C 3.6576 -2.3032 -0.3543
C -0.1099 -2.0769 0.9696
C -7.3894 -4.1599 -4.0922
C 2.1564 -1.9507 -0.3820
C 3.9327 2.4450 4.8229
C 6.9914 -0.5418 0.7219
C -0.5120 3.9364 2.0414
C -6.7756 -2.3694 -1.7781
C 4.6344 -1.1173 -0.2153
C -0.8323 -2.0684 -0.3931
C 1.4365 -2.0759 0.9636
C 7.1402 0.7427 1.5439
C -6.1625 -2.3074 -3.1670
C -2.8102 0.0804 -4.8319
C 4.7835 1.1932 4.7064
C -2.9558 5.6449 2.1519
C -3.0418 -2.3009 -5.2199
C -3.5300 0.5649 -6.0714
C 6.5910 1.9439 6.1039
C -1.6142 -2.5299 -5.6760
H -1.8866 -2.3500 -0.2674
H 3.9812 2.8854 5.8197
H -1.6911 -0.7197 -2.4184
H -0.3997 -2.7913 -1.0963
H -3.2634 5.5363 1.1112
H 6.6544 0.0818 7.1942
H 1.2234 4.4856 3.1683
H -2.5031 4.4024 3.8588
H -7.8324 -2.6353 -1.8012
H -1.7217 0.1134 -4.9941
H -2.0445 6.2429 2.1824
H -1.2268 -1.7028 -6.2724
H 6.2012 1.3053 1.5800
H -3.3135 -0.0622 -6.9362
H -1.5737 -3.4247 -6.2956
H 2.8899 2.1933 4.6264
H 7.1123 -0.3094 -0.3443
H 7.9049 1.4084 1.1328
H 5.1806 -0.8423 1.8547
H -3.7113 -2.1870 -6.0758
H 5.2036 -0.9816 -1.1427
H -7.1390 -5.0839 -4.6124
H 4.2540 3.1964 4.0993
H 2.0720 -0.9066 -0.7116
H 5.7968 -2.3173 1.1507
H -0.4526 4.8170 1.3935
H 0.0015 3.1293 1.5085
H -3.0342 0.7551 -3.9990
H -0.4606 -2.9906 1.4603
H 1.7769 -2.9956 1.4468
H -3.2066 1.5780 -6.3072
H -6.6972 -1.3922 -1.2989
H -7.8853 -3.0755 -5.8922
H 3.8882 -2.8679 -1.2596
H 1.6486 -2.5650 -1.1350
H 1.7864 -1.2553 1.6035
H 4.4251 0.4294 5.4075
H -0.4846 -1.2559 1.5818
H 4.6905 0.7746 3.7021
H -1.1826 1.9377 1.5710
H 7.8028 -1.2329 0.9698
H 3.8320 -2.9930 0.4838
H -3.4107 -3.1495 -4.6454
H 7.4155 0.5193 2.5783
H 4.0441 -0.1982 -0.0951
H -7.8665 -4.4423 -3.1473
H 6.6580 1.5322 8.2065
H 7.6727 2.0231 6.0027
H 6.2055 2.9612 6.2386
H -0.2785 5.0359 3.8984
H -4.6079 0.5707 -5.9113
H -6.2557 -3.1041 -1.1610
H -0.9490 -2.6816 -4.8214
H -8.6290 -2.4008 -4.4351
H -5.1140 -2.0192 -3.1069
H 5.1626 0.9976 7.4517
H -3.7284 6.2012 2.6818
H 0.3319 -0.1022 -1.7286
H -9.2502 -3.8949 -5.1221
H 0.1708 3.3300 3.9998
H -6.6676 -1.5399 -3.7668
H -3.7108 3.7278 2.7752
*
```

**LUMO**: -3.18 eV
**Highest occupied orbital energy**: -11.30 eV
**ΔE to the lowest compared entry with this formula, charge and spin**: 0.0000 eV
**HOMO-LUMO gap**: 8.12 eV

---

Entry 3:
Density functional theory data (the ωB97M-V functional and the def2-TZVPD basis) for a 10-piece molecular cluster, C25H63BrIN2O10P overall.

The geometry in ORCA input format:
```
! wB97M-V def2-TZVPD RIJCOSX def2/J DEFGRID3
* xyz 0 1
I 3.9905 -0.8840 -1.0988
Br 0.6739 0.8983 3.1709
P 2.7683 0.5657 0.4457
O -3.1040 -1.7146 3.8748
O 1.6378 -2.2437 5.6955
O 3.4123 0.0622 1.8533
O -4.4763 0.4534 -7.6210
O 1.1404 3.0824 -5.8185
O -1.1539 -2.5593 -2.9325
O 9.1108 -3.0089 2.5448
O -5.3913 1.5830 -0.1567
O 7.3881 -4.5496 0.6239
O -3.1012 5.4105 1.8067
N 1.4490 -2.7877 1.1206
N 1.4572 1.4741 -2.6328
C 0.0341 0.4393 1.3806
C -4.0127 6.5034 1.6955
C -2.5780 -0.3800 -8.8900
C -1.1327 -1.4141 -3.7858
C 6.2324 -3.7203 0.4290
C -1.2811 -0.3580 1.5047
C 1.6565 5.2412 -4.8109
C -2.4745 0.3386 0.7979
C 1.0684 -0.2758 0.4876
C -5.0777 2.8660 0.3862
C 1.2661 -1.6784 0.8739
C -3.4331 7.7645 2.3089
C -1.9000 -1.6339 -5.0730
C -6.0512 3.2522 1.4846
C 3.0522 -3.4670 4.1253
C 8.5706 -3.0668 3.8520
C 5.3391 -3.6774 1.6486
C -4.4929 -1.4062 3.7653
C 1.7183 -3.3753 4.8346
C 0.9992 0.7668 -1.8504
C -5.1156 -1.1030 5.1150
C 0.4604 -0.2653 -0.9546
C 8.4602 -4.4924 4.3619
C 0.6750 4.4113 -5.6184
C -3.9956 -0.6321 -8.4105
H 3.0843 -4.3467 3.4828
H 0.9095 -3.3277 4.0970
H -3.2217 7.6146 3.3701
H -1.4686 -2.4603 -5.6436
H -1.5774 -0.6003 -3.2124
H -4.5993 -0.2695 5.5922
H 3.2200 -2.5830 3.5061
H 0.5461 -1.2391 -1.4322
H 7.5905 -2.5795 3.8724
H -5.0823 3.6139 -0.4133
H -2.8936 -0.3153 0.0354
H -0.0910 -1.1514 -4.0031
H 0.5375 4.8395 -6.6108
H -6.1714 -0.8490 5.0110
H -6.0450 2.5053 2.2798
H -1.5370 -0.4646 2.5515
H -1.1855 -1.3542 1.0769
H -4.4595 1.2449 -8.1670
H -2.2029 -1.2211 -9.4752
H 3.8702 -3.5266 4.8462
H -4.0660 2.7994 0.7790
H -1.9163 -0.2205 -8.0389
H -2.5321 0.5175 -9.5110
H -7.0707 3.3041 1.0942
H 1.5529 -4.2490 5.4641
H 1.8065 4.8024 -3.8221
H -0.7540 -3.2932 -3.4092
H 5.6678 -4.0959 -0.4302
H 4.4735 -3.0387 1.4756
H -1.8822 -0.7376 -5.6935
H -5.7960 4.2206 1.9129
H 1.2556 2.6826 -4.9489
H -0.3011 4.3891 -5.1201
H 8.0658 -4.5195 5.3798
H 1.7774 -1.4666 5.1464
H -6.2808 1.6244 -0.5203
H -2.9377 -1.8915 -4.8589
H -3.0179 -2.4899 4.4381
H 9.2425 -2.4855 4.4828
H -4.5621 -0.5394 3.1096
H -3.2819 0.5384 1.4976
H -2.9320 5.2709 2.7436
H 7.7981 -5.0775 3.7199
H 5.8830 -3.3017 2.5127
H -4.6692 -0.7929 -9.2589
H 3.7679 0.8285 2.3197
H 1.2957 6.2634 -4.6835
H -4.1236 8.6035 2.2125
H 8.5642 -3.5095 1.9238
H 4.9825 -4.6802 1.8973
H -0.1874 1.3947 0.9115
H -5.0346 -1.9657 5.7802
H -5.0156 -2.2377 3.2815
H 6.6072 -2.7287 0.1809
H -2.4946 8.0249 1.8194
H 9.4390 -4.9728 4.3518
H -4.0351 -1.5167 -7.7764
H -4.9554 6.2393 2.1859
H 7.0726 -5.4369 0.8232
H -2.1943 1.2842 0.3343
H -0.6087 -0.0534 -0.8967
H 2.6258 5.2710 -5.3095
H -4.2083 6.6467 0.6341
*
```

**LUMO**: -0.08 eV
**Highest occupied orbital energy**: -9.42 eV
**HOMO-LUMO gap**: 9.35 eV

---

Entry 4:
Density functional theory data (the ωB97M-V functional and the def2-TZVPD basis) for a 7-piece molecular cluster, C25H63IO20S6 overall.

The geometry in ORCA input format:
```
! wB97M-V def2-TZVPD RIJCOSX def2/J DEFGRID3
* xyz 0 1
I -0.0554 -3.2916 -1.6079
S -4.0724 2.1553 -5.7283
S -3.1402 2.6351 0.0107
S 9.1440 2.5624 0.4350
S 1.8803 1.1023 2.6688
S -1.4512 -4.2370 -7.6166
S 2.8431 1.2877 8.6495
O -2.4018 -3.4910 -6.5836
O 8.7093 3.7099 1.1703
O 10.4292 2.9437 -0.4242
O 2.1450 -0.0889 3.4218
O -5.5786 1.7818 -6.1083
O -5.8628 -3.2776 1.9368
O -3.3232 0.9466 -5.5676
O -2.2306 1.6769 0.5558
O -0.7483 -5.2774 -6.9302
O 1.3251 0.9169 8.3372
O 3.2580 2.3142 7.7428
O -3.3020 2.7641 -1.4072
O 2.8315 2.2644 3.1872
O -3.6175 3.1701 -6.6298
O 1.8810 1.0869 1.2410
O -3.0320 -2.8054 0.8776
O 3.6081 0.0877 8.7821
O -4.5626 2.4366 0.6895
O 8.2295 1.8431 -0.3970
O -0.7372 -3.2724 -8.3936
C -5.8450 1.3895 -7.4687
C -1.6529 -2.4449 0.8085
C -3.4920 -3.0051 2.2025
C -1.8066 -2.9501 -5.3808
C 0.2176 -4.1492 1.3766
C 0.9927 0.5375 6.9852
C 9.9371 1.4470 1.5419
C 1.4763 -0.8592 6.6483
C 0.3621 1.7951 3.2218
C -5.3816 1.3353 0.2368
C -2.7226 -4.9388 -8.6124
C -4.3919 2.8507 -4.1457
C -4.8565 -0.0014 0.7217
C 4.8588 2.0760 1.7903
C -4.6514 -3.9842 2.1491
C -2.7806 4.2145 0.6990
C 2.5771 1.9754 10.2477
C 9.8714 5.1316 -1.4152
C -1.0038 -1.6912 -5.6412
C -0.8369 -3.6757 0.3622
C 1.5907 -3.5041 1.3336
C -5.3498 -0.0086 -7.7872
C 10.2234 3.6759 -1.6505
C 4.2576 2.0273 3.1804
C -6.6643 -3.8066 0.8933
H 1.1122 -1.5759 7.3852
H -4.2634 -0.0661 -7.7453
H 1.9738 2.8733 10.1501
H -1.6087 -0.9507 -6.1631
H 9.4636 3.1736 -2.2515
H -3.3628 -4.1394 -8.9751
H 1.3907 1.2757 6.2860
H -4.9864 3.7519 -4.2700
H -6.3718 1.5280 0.6442
H -6.3012 -3.4623 -0.0758
H 4.6785 2.8165 3.7993
H -0.0938 0.5753 6.9223
H 2.2089 -4.0217 2.0615
H 2.0842 1.2333 10.8695
H -1.7675 4.4673 0.3935
H 8.9036 5.2337 -0.9271
H 9.8293 5.6626 -2.3663
H -4.7226 0.0064 1.8031
H -3.4309 3.0854 -3.7033
H -4.6777 -4.5604 3.0741
H -6.6797 -4.8906 0.9246
H -5.6661 -0.2964 -8.7903
H 0.2561 2.7861 2.7894
H -3.8914 -0.2306 0.2744
H -0.6634 -1.2663 -4.6964
H -7.6756 -3.4395 1.0298
H 3.5570 2.2160 10.6535
H -3.2825 -5.6545 -8.0175
H -1.5529 -4.4728 0.2374
H -2.8424 4.1458 1.7817
H 2.5632 -0.9114 6.6517
H 1.6032 -2.4606 1.6293
H -2.2320 -5.4360 -9.4460
H -0.2031 -3.9450 2.3592
H -4.4607 -4.6238 1.2936
H -6.9277 1.4344 -7.5710
H 2.0977 -3.6051 0.3818
H 0.3602 1.8400 4.3071
H 5.9442 1.9943 1.8465
H -5.7449 -0.7275 -7.0693
H 10.6146 5.6066 -0.7749
H -5.4665 1.3585 -0.8513
H 11.1670 3.6012 -2.1870
H -0.1287 -1.8981 -6.2561
H -0.4363 1.1463 2.8658
H -1.5831 -1.6789 0.0479
H -1.2003 -3.7168 -4.8954
H -5.5446 -0.8034 0.4562
H 1.1343 -1.1576 5.6579
H 9.1911 1.1457 2.2738
H -2.7276 -3.3855 2.8795
H -3.9082 -2.0864 2.6163
H -5.4199 2.1275 -8.1511
H 10.7572 1.9644 2.0319
H -4.9095 2.1153 -3.5389
H 4.6008 3.0094 1.2910
H 0.3099 -5.2270 1.2934
H 10.2910 0.5861 0.9821
H -1.2903 -2.0065 1.7357
H -2.6398 -2.7241 -4.7187
H 4.4932 1.2609 1.1675
H -3.4884 4.9405 0.3092
H 4.4695 1.0778 3.6750
*
```

**LUMO**: 0.22 eV
**Highest occupied orbital energy**: -9.09 eV
**HOMO-LUMO gap**: 9.31 eV

---

Entry 5:
Density functional theory data (the ωB97M-V functional and the def2-TZVPD basis) for C25H65ClInN6O7 as an isolated structure at a distorted geometry.

The geometry in ORCA input format:
```
! wB97M-V def2-TZVPD RIJCOSX def2/J DEFGRID3
* xyz -1 1
In 2.0121 2.3261 -0.8664
Cl 1.4159 -1.6289 -2.3195
O 4.4363 0.6395 -2.4977
O -0.5008 4.2840 -6.5278
O 1.2434 -6.6848 1.2914
O 0.5638 4.2785 3.6067
O -1.5459 -5.3737 4.1585
O -2.1161 3.1174 -1.7703
O 1.9845 -1.4369 0.3438
N 4.1106 2.0083 -0.6097
N -3.3231 5.0944 -3.4613
N 2.3329 4.2328 -6.9807
N 3.0331 -4.4741 0.8899
N -2.1729 3.6707 3.0013
N -4.2918 -5.9749 3.5802
C 5.3522 -0.3883 -0.4820
C -4.3349 2.9671 -4.0849
C 4.5828 0.8005 -1.2413
C 3.3880 -5.2198 3.1807
C 0.0776 3.2177 -7.2736
C 1.4317 3.5612 -7.9256
C 1.7936 -7.7819 1.9961
C -3.9088 -6.7122 5.8703
C -3.0318 3.7576 -3.9969
C -3.0080 2.1510 -1.2450
C 1.3023 4.4213 -9.1801
C 2.3757 -4.6512 2.1894
C -1.9906 -6.7256 4.1661
C -1.9341 3.0467 -3.1824
C -1.3933 2.7559 3.8454
C -1.3082 -4.8252 5.4436
C -3.5034 -6.8948 4.4102
C 1.0929 -5.4978 2.0684
C 1.4437 -0.8777 -0.6399
C -1.2170 5.2259 -7.3068
C 0.1215 2.9253 3.6164
C -1.8151 2.9461 5.3001
C 0.7873 4.8332 4.8896
C 4.5543 2.1322 0.8092
C 0.7128 0.5178 -0.4770
H 0.2182 0.5711 0.5629
H 2.9004 -5.5101 4.1165
H -1.8008 2.0070 -3.5058
H -2.8306 2.5689 5.4523
H -1.9679 5.6933 -6.6661
H 5.7063 2.2219 0.7958
H 0.6690 -5.7299 3.0526
H -4.1417 1.9192 -4.3319
H -1.7269 4.7582 -8.1545
H -3.2394 -7.2656 6.5353
H 4.2474 1.2659 1.4822
H 1.8976 2.6177 -8.2290
H 2.0823 -3.6634 2.5597
H -1.3992 -7.3247 4.8699
H -1.7665 -7.1126 3.1662
H 1.4756 -7.8015 3.0431
H 3.1455 -5.4011 0.4782
H 0.7065 2.3309 4.3294
H 0.3432 -4.8973 1.5434
H -1.6536 1.7292 3.5668
H -2.2233 -4.3786 5.8382
H -4.0312 2.5344 -1.2592
H 4.6453 -0.9204 0.2520
H 0.3547 2.5327 2.6221
H 2.4912 3.6149 -6.1858
H -0.5724 -4.0255 5.3386
H -3.5040 4.9869 -2.4629
H -1.7988 4.6086 3.1468
H 5.7920 -1.1523 -1.2062
H -2.7390 1.9746 -0.2014
H -0.5466 6.0147 -7.6551
H -4.9110 3.0000 -3.1582
H -2.4690 5.6486 -3.4912
H -4.9227 -7.0893 6.0315
H -2.6564 3.8736 -5.0187
H 1.1752 4.0942 5.5973
H 0.5223 4.0340 -9.8425
H -0.9855 3.5552 -3.3818
H -3.9098 -5.6655 6.1792
H -0.1332 5.2797 5.2736
H -3.9159 -5.0378 3.7266
H 1.4515 -8.7000 1.5133
H 1.5225 5.6340 4.7880
H -1.9562 3.4759 2.0249
H 2.8838 -7.7638 1.9310
H 0.2481 2.4137 -6.5503
H 1.0726 5.4640 -8.9538
H -1.1525 2.3969 5.9755
H 1.4712 3.6336 0.2616
H -0.9152 -5.5686 6.1436
H 4.1455 -4.4682 3.4207
H -3.7677 -7.9197 4.1288
H 4.1940 3.1281 1.2614
H 1.8186 5.0155 -6.5763
H 3.9202 -6.0884 2.7880
H 1.6089 2.9079 -2.5367
H 2.3830 -4.0080 0.2584
H -0.1742 0.4921 -1.2147
H -2.9506 1.2002 -1.7832
H 6.1935 0.0749 0.1352
H -0.6367 2.8265 -8.0091
H -4.0868 -6.1641 2.6005
H -1.8204 3.9947 5.6033
H 2.2427 4.4197 -9.7386
H -4.9762 3.3801 -4.8695
*
```

**LUMO**: 2.09 eV
**Highest occupied orbital energy**: -5.28 eV
**HOMO-LUMO gap**: 7.37 eV